Entry 1:
{
  "formula": "C40H52N3O4SiW",
  "method": "wB97M-V/def2-TZVPD",
  "elements": ["W", "C", "C", "N", "C", "C", "N", "C", "C", "N", "H", "H", "H", "H", "H", "H", "H", "H", "H", "H", "H", "H", "H", "H", "H", "C", "C", "C", "O", "C", "C", "O", "C", "O", "C", "C", "C", "C", "C", "C", "C", "C", "C", "C", "C", "C", "C", "O", "C", "C", "C", "C", "C", "C", "C", "C", "C", "C", "C", "C", "H", "H", "H", "H", "H", "H", "H", "H", "H", "H", "H", "H", "H", "H", "H", "H", "H", "H", "H", "H", "H", "H", "H", "H", "H", "H", "H", "H", "C", "Si", "C", "C", "H", "H", "H", "H", "H", "H", "H", "H", "H"],
  "coordinates": [[0.381, -0.423, -1.423], [0.977, -2.440, -3.863], [0.778, -1.043, -4.443], [1.248, 0.009, -3.481], [2.746, 0.168, -3.558], [3.300, 0.263, -2.153], [2.605, -0.759, -1.328], [3.067, -2.160, -1.609], [1.892, -3.117, -1.648], [0.757, -2.469, -2.378], [1.973, -2.830, -4.074], [0.272, -3.118, -4.341], [-0.270, -0.847, -4.657], [1.323, -0.938, -5.383], [0.830, 0.883, -3.805], [2.992, 1.053, -4.145], [3.143, -0.691, -4.096], [3.091, 1.238, -1.706], [4.381, 0.109, -2.129], [2.787, -0.543, -0.344], [3.789, -2.465, -0.851], [3.598, -2.148, -2.560], [1.531, -3.359, -0.648], [2.176, -4.052, -2.136], [-0.060, -3.048, -2.190], [-2.239, 1.378, 4.378], [-2.578, 0.985, 2.957], [-4.057, 0.939, 2.671], [-1.969, -0.310, 2.678], [-1.146, -0.175, 1.554], [-0.716, 1.307, 1.669], [-1.965, 1.861, 2.006], [-0.099, 2.127, 0.512], [-0.136, 1.136, -0.775], [1.385, 2.382, 0.580], [2.209, 1.982, 1.628], [3.557, 2.332, 1.632], [4.092, 3.090, 0.606], [3.276, 3.500, -0.445], [1.939, 3.144, -0.459], [-0.917, 3.320, 0.120], [-2.112, 3.167, -0.581], [-2.889, 4.268, -0.886], [-2.495, 5.534, -0.462], [-1.323, 5.688, 0.257], [-0.527, 4.587, 0.542], [-0.153, -1.345, 1.576], [0.368, -1.330, 0.093], [1.071, -1.144, 2.430], [0.926, -0.580, 3.696], [2.037, -0.399, 4.510], [3.297, -0.778, 4.073], [3.441, -1.376, 2.829], [2.332, -1.567, 2.019], [-0.814, -2.690, 1.684], [-1.794, -3.073, 0.768], [-2.425, -4.296, 0.885], [-2.092, -5.152, 1.932], [-1.125, -4.776, 2.847], [-0.479, -3.552, 2.722], [-2.464, 0.555, 5.055], [-2.830, 2.241, 4.679], [-1.185, 1.638, 4.474], [-4.569, 0.348, 3.428], [-4.243, 0.494, 1.694], [-4.464, 1.948, 2.685], [-1.728, -0.291, 0.632], [-0.022, 1.404, 2.510], [1.844, 1.407, 2.467], [4.177, 2.028, 2.463], [5.132, 3.384, 0.633], [3.677, 4.123, -1.233], [1.296, 3.515, -1.251], [-2.446, 2.180, -0.877], [-3.811, 4.148, -1.438], [-3.107, 6.395, -0.691], [-1.021, 6.669, 0.595], [0.385, 4.726, 1.106], [-0.055, -0.311, 4.060], [1.912, 0.029, 5.495], [4.158, -0.639, 4.712], [4.414, -1.717, 2.505], [2.445, -2.106, 1.087], [-2.090, -2.405, -0.034], [-3.190, -4.584, 0.176], [-2.592, -6.105, 2.032], [-0.869, -5.433, 3.666], [0.272, -3.272, 3.448], [-3.425, -0.458, -1.344], [-2.025, -0.663, -2.572], [-2.339, -2.248, -3.518], [-1.896, 0.882, -3.674], [-4.223, 0.032, -1.914], [-3.257, 0.146, -0.459], [-3.802, -1.433, -1.035], [-3.420, -2.246, -3.693], [-2.145, -3.156, -2.945], [-1.870, -2.337, -4.496], [-2.751, 1.507, -3.403], [-2.020, 0.588, -4.718], [-1.046, 1.565, -3.600]],
  "atomic_forces_ev_per_a": [[0.592, 0.294, 0.913], [-0.048, -0.002, 0.006], [-0.032, 0.012, 0.010], [-0.095, 0.129, -0.224], [-0.053, 0.049, 0.086], [-0.040, 0.070, 0.048], [-0.021, -0.180, -0.040], [0.055, 0.042, 0.001], [-0.057, -0.057, 0.017], [0.115, -0.117, -0.120], [0.015, 0.090, 0.020], [0.088, -0.039, -0.026], [0.065, -0.036, 0.050], [-0.040, -0.028, 0.014], [0.042, -0.026, 0.032], [0.009, -0.014, 0.039], [0.014, 0.004, 0.043], [0.013, -0.013, -0.034], [-0.036, -0.002, -0.034], [0.014, -0.047, -0.009], [-0.019, -0.003, -0.027], [-0.032, -0.020, 0.011], [0.039, 0.012, -0.020], [0.004, 0.030, 0.026], [-0.013, 0.071, -0.053], [-0.032, 0.015, -0.040], [-0.001, -0.026, -0.020], [0.029, -0.005, 0.022], [0.056, 0.054, -0.069], [-0.181, -0.066, 0.022], [0.054, 0.112, 0.176], [-0.003, -0.023, 0.015], [0.005, -0.052, -0.009], [0.067, -0.304, -0.496], [0.042, 0.292, 0.029], [0.038, -0.166, -0.044], [0.021, -0.017, -0.034], [-0.028, 0.010, -0.036], [0.004, -0.035, 0.004], [-0.004, 0.105, 0.009], [-0.022, 0.014, -0.066], [0.022, -0.038, 0.007], [0.016, 0.056, 0.028], [-0.029, -0.033, -0.031], [0.000, 0.019, 0.002], [-0.012, -0.013, 0.020], [0.317, 0.031, -0.036], [-0.505, -0.019, -0.262], [-0.058, -0.002, 0.127], [0.022, -0.085, 0.022], [-0.042, -0.009, 0.005], [0.054, -0.008, -0.015], [0.017, 0.017, 0.016], [-0.047, -0.015, 0.029], [0.087, -0.010, 0.138], [-0.106, 0.040, -0.084], [0.012, -0.046, 0.039], [-0.023, 0.033, -0.067], [0.034, 0.010, 0.012], [0.022, -0.033, 0.003], [-0.029, -0.030, 0.004], [0.000, 0.029, -0.019], [0.032, -0.003, 0.008], [0.000, -0.036, 0.021], [0.006, 0.004, -0.025], [0.004, 0.027, 0.009], [-0.062, 0.018, 0.013], [-0.101, 0.006, -0.075], [-0.016, 0.073, -0.040], [0.020, -0.010, 0.038], [0.042, 0.020, 0.002], [0.009, 0.019, -0.028], [0.030, -0.043, 0.015], [0.014, -0.012, -0.021], [-0.022, -0.011, -0.011], [-0.016, 0.020, -0.004], [0.016, 0.011, 0.014], [0.018, -0.013, 0.019], [-0.015, -0.029, 0.011], [-0.008, 0.016, 0.027], [0.021, -0.001, 0.012], [0.038, -0.018, -0.013], [-0.015, -0.047, -0.057], [0.038, 0.020, 0.028], [-0.018, -0.008, -0.012], [-0.020, -0.023, 0.001], [0.008, -0.010, 0.017], [0.003, 0.010, 0.010], [0.073, -0.121, -0.208], [-0.242, 0.133, -0.067], [-0.034, 0.141, 0.050], [-0.163, -0.105, 0.084], [-0.016, -0.051, -0.013], [0.059, 0.121, 0.028], [-0.030, -0.003, 0.052], [-0.028, -0.021, -0.044], [0.007, -0.017, 0.074], [0.025, 0.033, -0.008], [-0.045, -0.043, -0.064], [-0.007, 0.084, -0.060], [0.022, -0.151, 0.088]],
  "charge": 3,
  "e_above_lowest_ev": 0.000,
  "homo_lumo_gap_ev": 5.7770,
  "e_tot_ha": -2376.34555,
  "spin_multiplicity": 1
}


Entry 2:
{
  "formula": "C40H54AsBrN3O3S2Si3Sr",
  "method": "wB97M-V/def2-TZVPD",
  "elements": ["Sr", "O", "S", "C", "C", "C", "C", "S", "O", "C", "C", "C", "C", "C", "C", "C", "C", "C", "C", "C", "C", "H", "H", "H", "H", "H", "H", "H", "H", "H", "H", "H", "H", "H", "H", "H", "H", "H", "H", "Br", "C", "C", "C", "C", "C", "C", "N", "N", "C", "C", "C", "C", "O", "C", "N", "C", "C", "C", "C", "H", "H", "H", "H", "H", "H", "H", "H", "H", "C", "Si", "C", "C", "As", "Si", "C", "C", "C", "Si", "C", "C", "C", "H", "H", "H", "H", "H", "H", "H", "H", "H", "H", "H", "H", "H", "H", "H", "H", "H", "H", "H", "H", "H", "H", "H", "H", "H", "H", "H"],
  "coordinates": [[-0.412, -0.358, 1.060], [-2.381, 1.147, 0.985], [-3.416, 2.239, 1.037], [-4.961, 1.307, 1.220], [-5.050, 0.138, 0.250], [-5.806, -1.047, 0.854], [-5.001, -1.848, 1.876], [-3.557, -2.805, 1.321], [-2.401, -1.866, 1.090], [-4.128, -3.313, -0.286], [-3.645, -2.710, -1.433], [-4.116, -3.140, -2.666], [-5.054, -4.161, -2.736], [-5.517, -4.770, -1.576], [-5.045, -4.355, -0.341], [-3.615, 2.819, -0.634], [-4.284, 4.022, -0.816], [-4.439, 4.516, -2.102], [-3.913, 3.815, -3.180], [-3.231, 2.623, -2.980], [-3.076, 2.117, -1.699], [-5.789, 2.010, 1.127], [-4.912, 0.975, 2.260], [-4.037, -0.181, 0.000], [-5.531, 0.460, -0.673], [-6.146, -1.715, 0.062], [-6.713, -0.698, 1.357], [-5.625, -2.609, 2.352], [-4.592, -1.232, 2.681], [-2.904, -1.926, -1.360], [-3.746, -2.683, -3.574], [-5.416, -4.494, -3.699], [-6.233, -5.579, -1.636], [-5.380, -4.842, 0.567], [-4.663, 4.573, 0.037], [-4.956, 5.452, -2.262], [-4.025, 4.209, -4.182], [-2.810, 2.094, -3.825], [-2.531, 1.200, -1.519], [4.999, -4.578, -6.470], [5.041, -4.996, -4.624], [3.857, -5.289, -3.966], [3.885, -5.576, -2.612], [5.096, -5.575, -1.929], [6.281, -5.334, -2.608], [6.255, -5.020, -3.959], [5.175, -5.971, -0.549], [4.538, -5.392, 0.340], [3.786, -4.196, 0.115], [4.236, -3.115, -0.603], [3.502, -1.926, -0.677], [2.282, -1.771, -0.033], [1.579, -0.676, -0.097], [1.815, -2.891, 0.754], [0.621, -2.747, 1.403], [0.165, -3.749, 2.119], [0.859, -4.960, 2.283], [2.056, -5.124, 1.645], [2.569, -4.082, 0.838], [2.922, -5.291, -4.508], [2.968, -5.800, -2.083], [7.221, -5.384, -2.072], [7.172, -4.810, -4.492], [5.184, -3.173, -1.118], [3.880, -1.092, -1.255], [-0.795, -3.602, 2.604], [0.442, -5.739, 2.905], [2.627, -6.037, 1.748], [-0.868, 5.479, 0.800], [0.262, 4.666, 2.054], [-0.739, 4.197, 3.568], [1.614, 5.860, 2.542], [0.983, 2.650, 1.083], [1.969, 3.323, -0.955], [0.499, 3.562, -2.097], [3.051, 1.973, -1.649], [2.943, 4.912, -0.794], [2.630, 1.760, 2.534], [3.153, 2.946, 3.880], [4.134, 1.141, 1.628], [1.787, 0.281, 3.363], [-1.378, 6.325, 1.269], [-1.627, 4.784, 0.435], [-0.320, 5.860, -0.063], [-1.121, 5.099, 4.054], [-0.136, 3.657, 4.300], [-1.592, 3.570, 3.299], [1.159, 6.836, 2.736], [2.368, 5.990, 1.767], [2.111, 5.541, 3.457], [0.016, 2.599, -2.280], [0.827, 3.962, -3.060], [-0.250, 4.241, -1.684], [2.579, 0.996, -1.527], [4.031, 1.945, -1.173], [3.199, 2.167, -2.715], [2.326, 5.759, -0.488], [3.383, 5.154, -1.766], [3.759, 4.806, -0.077], [3.703, 3.791, 3.463], [3.822, 2.418, 4.565], [2.316, 3.334, 4.463], [4.705, 1.961, 1.188], [3.859, 0.441, 0.840], [4.788, 0.622, 2.334], [0.774, 0.522, 3.708], [2.342, -0.035, 4.249], [1.779, -0.581, 2.688]],
  "atomic_forces_ev_per_a": [[-0.146, 0.161, 0.066], [0.130, 0.059, 0.052], [-0.022, -0.126, -0.057], [0.114, 0.046, 0.048], [-0.006, -0.106, 0.052], [0.068, -0.029, 0.044], [-0.115, 0.074, -0.068], [0.180, -0.176, -0.004], [-0.186, 0.182, -0.025], [-0.020, -0.092, 0.032], [0.002, 0.028, -0.004], [-0.012, -0.006, -0.009], [0.001, 0.006, 0.005], [0.007, 0.001, -0.007], [-0.001, 0.018, -0.004], [-0.017, 0.085, 0.011], [0.018, -0.020, -0.031], [-0.011, -0.010, 0.010], [0.001, 0.010, -0.010], [0.009, 0.004, -0.019], [-0.005, 0.004, 0.036], [-0.012, 0.048, 0.020], [-0.054, 0.011, -0.005], [-0.015, -0.016, -0.053], [-0.024, 0.000, -0.006], [0.039, -0.004, -0.020], [-0.005, 0.006, 0.006], [-0.024, 0.019, -0.014], [0.012, 0.004, -0.010], [0.008, 0.005, 0.009], [0.005, 0.001, 0.006], [-0.002, -0.001, 0.000], [0.000, 0.000, 0.004], [-0.010, -0.002, -0.007], [-0.005, 0.014, -0.006], [0.000, 0.002, 0.000], [-0.001, 0.001, -0.001], [0.000, -0.005, 0.007], [0.005, 0.000, -0.006], [-0.002, -0.002, -0.001], [0.004, 0.007, -0.030], [-0.012, -0.009, 0.023], [0.016, 0.000, 0.014], [-0.024, -0.009, 0.002], [-0.010, -0.001, 0.004], [0.006, 0.003, 0.021], [-0.011, 0.042, 0.031], [-0.012, -0.025, -0.047], [0.031, -0.017, -0.005], [-0.013, 0.020, -0.010], [-0.009, 0.030, 0.034], [0.041, 0.031, -0.041], [-0.090, -0.086, 0.009], [0.016, -0.041, -0.018], [0.090, -0.022, -0.031], [0.054, 0.008, 0.024], [-0.030, 0.024, -0.022], [0.008, -0.001, 0.003], [-0.009, 0.005, 0.032], [0.002, -0.001, -0.001], [0.000, 0.001, -0.006], [-0.001, -0.003, 0.000], [0.001, -0.004, 0.003], [0.011, 0.012, -0.008], [0.020, -0.030, -0.003], [0.006, -0.003, 0.012], [-0.004, -0.001, 0.002], [-0.001, 0.004, -0.007], [-0.004, 0.034, 0.029], [-0.039, -0.096, -0.003], [0.003, 0.046, 0.004], [-0.053, 0.024, 0.026], [0.119, -0.176, 0.023], [0.007, 0.001, -0.012], [0.014, 0.024, 0.008], [-0.042, 0.015, 0.008], [-0.017, -0.017, -0.041], [-0.007, 0.016, 0.036], [0.029, -0.003, -0.016], [-0.002, 0.034, -0.002], [-0.004, 0.045, -0.051], [-0.011, 0.001, -0.017], [-0.013, 0.001, -0.014], [0.009, 0.008, 0.016], [-0.012, -0.023, 0.018], [0.000, -0.002, -0.001], [0.009, 0.000, -0.010], [0.019, 0.002, 0.004], [-0.003, -0.007, 0.006], [0.032, 0.005, 0.013], [-0.007, 0.000, -0.003], [-0.002, -0.004, 0.003], [0.018, -0.033, -0.028], [0.012, 0.014, 0.003], [0.005, -0.007, 0.014], [0.015, -0.015, 0.001], [-0.012, -0.009, -0.018], [0.007, 0.020, 0.013], [-0.001, 0.001, 0.008], [-0.003, 0.017, 0.015], [-0.002, 0.017, 0.009], [-0.008, -0.003, -0.002], [-0.005, 0.003, -0.004], [-0.015, -0.021, -0.033], [-0.002, -0.002, 0.000], [-0.017, -0.014, -0.019], [0.026, 0.004, -0.016], [-0.030, -0.028, 0.015]],
  "charge": 1,
  "e_above_lowest_ev": 0.470,
  "homo_lumo_gap_ev": 6.9267,
  "e_tot_ha": -8451.95910,
  "spin_multiplicity": 1
}